No. 1
Entry from the OMol25 dataset: C4H5NO in the gas phase (the ωB97M-V functional and the def2-TZVPD basis).

As for the structure (SMILES): CC#CC(N)=O. The gap between HOMO and LUMO comes out at 10.77 eV. As for the HOMO energy: -0.3650 Eh. The value obtained for the molar mass is 83.1 g/mol.

Last column: natural (NBO) charge in e.
Cartesian coordinates (Å):
H -2.79870 -0.25204 1.26978  0.244
O 2.06719 -1.74903 0.51467  -0.576
C -0.95974 -0.11402 0.24722  0.092
C 0.22894 -0.31375 0.20074  -0.164
H 2.10288 1.25713 -0.49985  0.401
H 3.45620 0.18103 -0.27783  0.406
C -2.40478 0.09653 0.31009  -0.696
C 1.65301 -0.65601 0.17714  0.616
H -2.90507 -0.46593 -0.48458  0.245
N 2.46214 0.34870 -0.25862  -0.807
H -2.66054 1.15411 0.19450  0.239

---

No. 2
Entry from the OMol25 dataset: 14 unconnected molecules or ions with the total composition C49H59ClF16INO44P (the ωB97M-V functional and the def2-TZVPD basis).

The net charge is -1. The gap between HOMO and LUMO comes out at 6.22 eV. As for the HOMO energy: -0.1792 Eh. The value obtained for the molar mass is 1863.3 g/mol.

Last column: Mulliken charge in e.
Cartesian coordinates (Å):
O 2.68182 0.12854 -9.76699  -0.332
C 2.54750 5.03585 -0.95867  0.669
H -10.76782 -6.23215 0.97281  0.283
O 0.97337 0.07923 0.06864  -0.030
O -1.73966 -8.86005 -6.89520  -0.514
O 4.83000 3.97708 5.65103  -0.210
H 1.24445 2.65706 4.10856  -0.329
C 5.73341 8.03542 -0.49958  0.699
O 1.93096 5.00546 -1.98108  -0.606
H -3.70861 -9.63880 -3.65281  0.243
O -7.10747 0.38851 3.65903  -0.310
H -0.79691 -5.62705 -3.62490  0.307
C -3.88953 -10.96466 -5.35325  0.266
H 3.04118 2.48676 -2.15068  -0.186
O 0.40730 -0.19427 5.20811  -0.700
H 10.17228 -0.05689 5.05311  0.293
O 4.11014 -0.10982 -11.49944  -0.519
H -5.01102 1.24229 0.25580  -0.008
O 5.90194 7.88077 0.66824  -0.514
C -2.38770 -9.49004 -6.11996  0.691
H 0.45939 4.66831 7.09167  0.324
O -8.77837 0.29576 2.18126  -0.329
O 5.03872 5.34064 7.39685  -0.351
H -0.96273 0.14544 -4.09567  0.144
H 1.57038 -0.78956 1.79190  0.267
H -4.61879 2.54583 1.43223  0.254
H -1.41847 -2.60723 4.33079  0.251
H -0.35449 -6.54903 -5.08166  0.278
C 10.40663 -0.61563 4.15141  -0.367
O 5.29919 9.17560 -1.08110  -0.330
O -7.39488 -1.61412 -1.31188  -0.379
C 11.84400 -0.39842 2.42451  0.700
O 3.57798 4.20377 -0.65651  -0.132
C -1.79469 -1.46411 -2.86754  0.432
O -2.68512 0.95843 2.60262  -0.065
H 2.05198 -0.17067 -7.79488  0.055
O -3.17685 -1.78385 -2.77061  -0.221
F -5.22241 -10.98588 -5.12932  -0.287
C -3.81161 -1.09598 -3.75295  0.658
C 3.91455 5.79701 6.66983  0.450
C -0.07294 -1.10279 4.30452  1.294
F 2.93207 6.14691 7.54098  -0.287
H -0.55538 -2.46121 5.68201  0.336
C 5.34729 9.00180 -2.50071  -0.506
C -4.25957 1.64365 0.92984  -1.110
H -11.69498 -5.31453 2.18313  0.290
O 3.99997 -1.66995 -9.86267  -0.351
C 3.54985 4.59260 5.83292  0.212
O -0.75788 -4.52250 -5.37633  -0.276
F 4.75637 3.77367 1.23093  -0.229
C 3.16285 5.52975 1.15655  -0.209
C -9.77682 -4.43369 1.72330  0.326
O -8.73521 -5.76311 4.65276  -0.500
F 0.55903 5.39125 4.32033  -0.260
H 9.51027 -1.12731 3.79883  0.254
H -1.56286 2.22589 4.62906  0.061
H -4.72510 0.46762 2.66436  0.250
C -0.73105 2.26232 5.34102  -0.805
H 2.60527 4.89316 1.84536  0.183
H -8.93641 -4.58715 1.04409  0.330
O 3.30404 -0.07980 -5.49884  -0.593
O -6.44677 0.40956 -1.31739  -0.413
C 1.53924 1.11092 -2.86990  0.288
H 4.51342 9.50885 -2.97772  0.303
F 3.14618 -2.87683 -8.15505  -0.293
C -3.11895 -10.38710 -4.18395  -0.343
O 12.12612 -1.59609 3.01627  -0.321
C 7.46011 1.45770 -0.02799  -0.407
O 0.04164 0.98882 3.13786  -0.149
H -2.67399 -6.52199 -5.88292  0.283
H -8.09216 -1.55028 -3.26646  0.297
P 0.81288 1.40293 4.60908  -0.129
H -2.76454 -11.13744 -3.48293  0.274
O 12.36915 0.00901 1.43747  -0.530
H 3.10095 4.84375 4.87646  -0.190
H -1.15756 -0.06944 1.09821  0.113
H -8.94571 -0.49523 -2.11060  0.297
C -0.61517 -0.80941 1.70322  -0.528
C 0.77572 -0.93663 1.06485  -0.638
C 5.77976 0.07303 -0.62702  0.576
O -3.02623 -0.13133 -4.25447  -0.328
C -6.55023 -0.77825 -0.66034  0.858
C 2.56214 2.18856 -3.07584  -0.032
C -0.58928 4.68890 4.46920  0.786
H -1.07406 1.76301 6.25722  0.564
H 1.77766 0.43445 -2.04722  0.634
C 5.29229 7.49543 -2.63324  0.404
C -0.64443 -0.23401 3.13736  1.251
C -6.96890 0.20791 -2.62627  0.918
H -1.38552 4.04026 6.31806  0.489
C 7.89585 0.01609 0.10120  0.264
O 6.74528 3.95532 6.84698  -0.557
O 2.32598 5.90358 0.04878  -0.349
F -1.54748 5.62399 4.63163  -0.351
F 8.52545 -0.21536 1.27949  -0.271
F 5.99076 7.05098 -3.70062  -0.309
H 1.38858 -1.29527 -9.00058  0.264
Cl 1.24654 -2.33395 3.79254  -0.233
H 6.28720 9.39771 -2.88724  0.281
H -6.12894 -0.05593 -3.27115  -0.160
O -9.28636 -4.26870 3.04135  -0.178
F -10.25042 -0.97828 3.32082  -0.301
O -10.06804 -6.35536 2.92681  -0.327
C -3.88736 0.57797 1.95643  0.046
C 2.83751 0.56618 -4.60755  0.484
H -8.57534 -1.71516 2.51483  0.098
C 3.63991 -0.50874 -10.48148  0.636
C 4.26127 4.75983 0.45910  0.542
H -8.71651 0.15732 4.94182  0.273
H 8.52423 -0.34579 -0.71482  0.241
H -7.68172 -1.27880 4.76030  0.303
C -9.30539 -5.49405 3.64710  0.551
H 2.14326 3.06696 -3.56461  0.270
N -1.07174 -1.91099 4.99473  -0.653
C -1.94050 -3.87763 -5.48808  0.578
C -7.56815 0.86591 2.47763  0.630
O -6.99888 1.63349 1.77548  -0.430
C -1.82359 -0.07741 -3.47155  -0.165
O 5.93751 7.06813 -1.44168  -0.280
O -5.95970 -1.06288 0.33746  -0.546
H 0.87637 -1.92339 0.58836  0.074
O -2.96120 -4.66582 -5.05145  -0.242
H -2.69973 -0.99188 3.30811  0.601
O 4.74008 -0.32894 -1.03334  -0.492
H 12.32715 -1.24714 5.02711  0.268
C 3.48061 -1.62265 -8.54266  0.441
C -2.46135 -5.98601 -4.95688  0.421
H 7.22608 1.89581 0.94336  0.235
H -1.20228 -1.73572 1.65489  0.310
H -3.56809 -11.96006 -5.66378  0.288
H 8.18692 2.08307 -0.54024  0.349
I 3.19585 0.67293 3.68191  -0.305
F 0.29627 1.62977 -2.68949  -0.280
H -2.28352 0.29326 4.50006  0.624
C -7.97501 -0.89770 -2.40554  -0.547
O 1.57695 0.40718 -4.11278  -0.218
O 3.49358 1.54727 -3.96015  -0.280
C -2.15882 -0.05534 3.46975  -2.268
F 11.16492 -2.82177 4.65079  -0.286
C -10.69692 -5.62520 1.87122  -0.452
H 4.19967 6.68133 6.09628  0.266
F -7.57154 1.34207 -3.06138  -0.329
O 6.66909 -0.67437 0.08948  -0.290
H 5.08175 5.38163 0.10209  -0.245
C 2.27347 -0.73451 -8.69631  -0.155
H -3.74533 -0.37145 1.41501  0.251
H 3.52255 6.41204 1.67868  0.274
O 10.89378 0.25681 3.12697  -0.278
O 6.26078 1.33248 -0.80289  -0.224
F -1.23949 -1.46551 -1.63454  -0.166
O 0.65608 3.96716 6.45330  -0.356
C -0.99036 -5.75995 -4.69024  -0.509
H 4.28413 7.07751 -2.66773  0.251
H -1.92165 0.68742 -2.69974  0.309
O -2.01966 -9.75036 -4.84366  -0.294
C 5.64773 4.37023 6.64146  0.547
H 4.24100 -1.23061 -7.86713  0.247
F -10.44321 -3.31688 1.35050  -0.286
O -2.07514 -2.77323 -5.91126  -0.504
O -4.93619 -1.30656 -4.11109  -0.749
F -0.80078 4.09489 3.30839  -0.205
H -1.29928 -2.21324 -3.48407  -0.159
C -8.12173 -0.43138 4.24157  -0.547
C 11.56620 -1.57333 4.31585  0.298
F -3.07487 -6.62362 -3.92666  -0.327
H 2.88790 3.90790 6.36140  0.091
C -0.53222 3.73206 5.69554  -0.334
H 0.19611 0.07163 -0.50845  -0.041
H 1.50436 1.61284 5.82530  0.231
H -3.34558 1.85824 0.35817  0.375
O -3.60313 -10.04028 -6.38799  -0.303
C -8.93415 -0.82298 3.02760  0.583

---

No. 3
Entry from the OMol25 dataset: C2H3N3O in the gas phase (the ωB97M-V functional and the def2-TZVPD basis).

The gap between HOMO and LUMO (alpha / beta) comes out at 7.90 / 7.90 eV. As for the HOMO energy (alpha / beta): -0.3571 / -0.3571 Eh. The value obtained for the molar mass is 85.1 g/mol.

Last column: natural (NBO) charge in e.
Cartesian coordinates (Å):
H -2.03373 -1.14546 -0.12155  0.178
N -1.38091 0.82003 0.21921  -0.658
N 0.04293 -0.98607 -0.07613  -0.600
N 1.01979 1.18539 0.34076  -0.026
C -1.20713 -0.43576 0.00998  0.280
O 2.33515 -0.27780 0.09097  -0.588
H 2.64676 -0.15727 -0.82098  0.504
C 0.95049 -0.07957 0.10297  0.540
H -2.37336 1.07652 0.25477  0.370

---

No. 4
Entry from the OMol25 dataset: 2 unconnected molecules or ions with the total composition C20H24N2O7 (the ωB97M-V functional and the def2-TZVPD basis).

As for the structure (SMILES): CNC(=O)[C@H](Cc1ccccc1)NC(C)=O.COc1cc(C(=O)O)cc(O)c1O. The gap between HOMO and LUMO comes out at 9.13 eV. As for the HOMO energy: -0.3252 Eh. The value obtained for the molar mass is 404.4 g/mol.

Last column: natural (NBO) charge in e.
Cartesian coordinates (Å):
C 3.15806 -2.83408 2.27443  -0.176
H -5.21432 3.77474 -1.95242  0.431
O 2.81538 -6.48064 0.21659  -0.667
H 2.43656 -6.24466 -0.65011  0.501
C -1.02954 0.72580 -1.87041  -0.218
H 2.13533 0.32154 -0.63780  0.222
H -3.37031 2.10156 0.08578  0.222
N -1.83153 3.59385 -3.72979  -0.600
C -2.99401 3.30302 -3.13535  0.671
H 4.05916 -4.00540 3.86083  0.240
C 0.58756 1.49115 0.30078  -0.215
H 3.36274 -8.16438 2.11246  0.190
C 2.47855 -4.14247 0.32845  0.299
C -1.55454 1.56041 -0.86482  -0.046
H 2.22190 -2.01316 0.51465  0.226
C -4.85062 4.66485 -0.21251  0.673
C 3.27383 -1.53573 2.97723  0.778
H -0.79582 5.01933 -2.57204  0.197
C 2.58582 -2.91764 0.99234  -0.253
H 0.13748 4.29611 -3.89092  0.219
C 3.13634 -7.51143 2.96048  -0.252
C 0.30387 0.28143 -1.79294  -0.217
N -4.48106 3.96298 -1.28230  -0.612
O 3.00494 -0.51048 2.36804  -0.617
H -2.38935 4.09779 -1.22212  0.209
H 3.67051 -0.59877 4.52950  0.501
H 0.70799 -0.34820 -2.57277  0.210
C -2.98752 2.05159 -0.93402  -0.426
H -4.32683 5.61102 1.62231  0.249
C -3.82694 5.03722 0.84262  -0.714
H -1.13744 2.58031 0.99688  0.202
C -0.74027 1.94545 0.21768  -0.166
O -3.93558 2.91335 -3.81834  -0.637
O 1.91843 -4.20539 -0.92559  -0.708
C 3.61125 -4.02558 2.87107  -0.205
H -1.83516 3.47231 -4.73130  0.411
O 3.66532 -1.53233 4.27259  -0.671
H 1.55647 -3.33950 -1.17935  0.499
H -3.40511 4.13562 1.27902  0.216
C -0.60118 4.09264 -3.11387  -0.423
H -3.59798 1.31669 -1.46237  0.232
O -6.00920 5.02204 -0.07642  -0.626
C 1.11059 0.66108 -0.70483  -0.225
H 1.20821 1.77220 1.14176  0.227
H 2.07496 -7.24422 2.92637  0.180
C 3.49817 -5.26547 2.23473  0.253
O 3.97608 -6.34839 2.93434  -0.504
C 2.93552 -5.31899 0.93899  0.194
H -3.04590 5.64576 0.39254  0.220
H -0.18495 3.35228 -2.42860  0.215
H 3.31758 -8.07370 3.88072  0.193
C -3.15385 3.42585 -1.60625  -0.123
H -1.64958 0.43061 -2.70594  0.220

---

No. 5
Entry from the OMol25 dataset: a molecular structure, C16H10BeBrCl5 (the ωB97M-V functional and the def2-TZVPD basis).

The net charge is -2. The gap between HOMO and LUMO comes out at 4.74 eV. As for the HOMO energy: -0.0034 Eh. The value obtained for the molar mass is 468.4 g/mol.

Last column: natural (NBO) charge in e.
Cartesian coordinates (Å):
C 1.80525 -0.81187 -2.62799  -0.457
C -2.72822 -0.99688 0.69654  -0.376
C 0.63127 0.74208 1.50980  -0.018
H -3.04067 2.25292 1.47642  0.174
H -0.73316 1.40159 -2.42864  0.262
Br 3.02386 1.87454 -0.28287  -0.817
C 1.47293 1.48399 -2.63479  -0.431
H -2.46374 -0.86204 -1.53052  0.168
C 0.82327 -1.48025 0.80248  -0.073
H -2.68143 -2.06630 0.87837  0.179
C 1.05752 0.42495 2.81417  -0.116
Cl 1.55666 -3.56548 2.44084  -0.007
C 0.21167 0.86973 -2.44383  -0.423
Cl 0.15938 -2.70429 -0.22419  -0.019
C -2.59167 -0.35802 -0.57604  -0.370
Cl 1.89177 -1.36899 4.65659  -0.001
H -0.37117 -1.29117 -2.42899  0.256
C -2.91085 1.28009 1.01044  -0.358
C 0.40830 -0.54709 -2.44785  -0.411
C -2.70119 1.04364 -0.38213  -0.374
C 2.44698 0.42240 -2.79726  -0.413
Be 1.44749 0.33807 -1.33854  1.582
H -3.10861 -0.13318 2.73474  0.176
C 0.86320 -0.13745 0.41633  -0.458
H 3.50872 0.56511 -2.90034  0.240
Cl -0.09346 2.26921 1.24722  0.049
C -2.93942 0.02221 1.67403  -0.373
Cl 1.10264 1.60294 4.06683  0.002
H -2.63376 1.81489 -1.15395  0.167
C 1.42401 -0.92501 3.08563  -0.120
H 2.26012 -1.79416 -2.74626  0.236
C 1.26154 -1.91454 2.08611  -0.127
H 1.64077 2.54836 -2.65236  0.252

---

No. 6
Entry from the OMol25 dataset: 2 unconnected molecules or ions with the total composition C8H12FN4O5 (the ωB97M-V functional and the def2-TZVPD basis).

The net charge is +1. The gap between HOMO and LUMO comes out at 9.13 eV. As for the HOMO energy: -0.4840 Eh. The value obtained for the molar mass is 263.2 g/mol.

Last column: natural (NBO) charge in e.
Cartesian coordinates (Å):
O 2.87528 1.94382 -0.53785  -0.542
C 1.88587 1.62945 -1.57911  0.741
H 1.15286 -1.82055 -1.07655  0.404
H 5.21212 -0.53526 0.65307  0.277
H -0.46472 2.74257 1.06702  0.311
H 5.47985 0.63071 -0.84002  0.264
H -4.96879 -1.65223 1.04170  0.249
H -5.15798 0.10851 0.74021  0.241
C 4.72790 -0.12399 -0.35559  -0.725
N -0.01631 0.58876 -0.03438  -0.375
H -5.54357 -1.06546 -0.56371  0.254
C -4.90447 -0.85666 0.29662  -0.485
H 4.46938 -1.05770 -1.01389  0.264
C 3.39404 0.74012 0.12914  0.777
O 2.79973 0.28443 1.26278  -0.558
H -1.08722 0.90336 3.36011  0.300
C 0.30757 1.25063 -1.35502  -0.319
C -0.39157 1.56245 1.06377  -0.012
F -0.67380 -2.06716 2.57507  -0.104
C -0.72229 0.52199 2.29832  -0.061
H -0.54291 -1.99071 -1.28704  0.419
O -3.05792 -1.83402 -0.72164  -0.382
H -0.30240 2.25286 -1.43138  0.287
O -2.87887 0.24816 -0.02468  -0.399
C -0.07838 -0.87292 0.37275  0.582
N -0.50865 -0.92542 1.82580  0.047
N 0.24763 -2.02347 -0.59879  -0.799
N -3.49896 -0.80887 -0.18905  0.534
O 2.30440 1.70577 -2.87334  -0.475
H -0.05780 0.52084 -2.20431  0.285

---

No. 7
Entry from the OMol25 dataset: C4H5I in the gas phase (the ωB97M-V functional and the def2-TZVPD basis).

The gap between HOMO and LUMO (alpha / beta) comes out at 7.86 / 8.32 eV. As for the HOMO energy (alpha / beta): -0.3040 / -0.3075 Eh. The value obtained for the molar mass is 180.0 g/mol.

Last column: natural (NBO) charge in e.
Cartesian coordinates (Å):
C -0.33559 -0.66077 1.30208  -0.278
C 0.71550 0.32071 0.91013  -0.612
C -0.18151 0.33566 -1.52058  -0.550
H 0.25787 0.71602 -2.48743  0.232
H 0.77585 1.31470 1.50981  0.247
H 1.68775 -0.13053 0.91740  0.255
H -0.95559 -0.41459 -1.93754  0.238
C 0.60448 0.44609 -0.52070  0.162
I -2.38888 -0.22182 0.94479  0.112
H -0.17988 -1.70548 0.88205  0.194